Record 1
A cluster of 2 separate species, C4H8O2 in total. Source: the OMol25 dataset; level of theory: the ωB97M-V functional and the def2-TZVPD basis.

Last column: natural (NBO) charge in e.
Element x y z (Å)
C -0.87 -0.42 -1.78  -0.24
C 0.45 0.92 0.97  0.33
O -0.10 2.08 0.64  -0.64
C 0.23 -0.38 1.65  -0.45
C 1.50 0.16 0.98  -0.34
O 0.13 -1.36 -1.46  -0.73
H -1.37 -0.01 -0.89  0.15
H -1.63 -0.95 -2.38  0.18
H -0.49 0.42 -2.38  0.16
H -1.03 2.07 0.91  0.49
H 0.17 -0.42 2.74  0.18
H -0.34 -1.17 1.14  0.19
H 2.54 -0.04 0.81  0.24
H 0.80 -0.89 -0.95  0.47

Its energy relative to the best compared isomer or geometry (same formula, charge and spin) is 378.60 kJ/mol. As for the charge: 0. The max |F| is 0.5 eV Å⁻¹. The calculation puts the total energy at -8369.358 eV. The calculation puts the gap between HOMO and LUMO at 9.7 eV.

=====

Record 2
A cluster of 3 separate species, C12H20Cl4O5PS in total in a non-equilibrium geometry. Source: the OMol25 dataset; level of theory: the ωB97M-V functional and the def2-TZVPD basis.

Last column: natural (NBO) charge in e.
Element x y z (Å)
C -2.03 2.98 1.11  -0.45
C -1.71 2.04 2.01  -0.13
C -1.14 0.71 1.61  -0.48
C -0.50 -0.09 2.76  -0.77
C -0.60 -1.62 2.51  -0.52
C -0.01 -2.11 1.23  0.80
O 1.01 -2.74 1.13  -0.62
O -0.71 -1.79 0.10  -0.54
C 0.01 -1.97 -1.06  0.84
C 1.17 -1.06 -1.27  -0.74
O -0.35 -2.77 -1.86  -0.57
P 1.14 0.43 3.02  1.82
O 1.28 0.63 4.64  -0.99
O 2.26 -0.72 2.77  -1.01
S 1.77 2.04 2.09  -0.76
H -2.70 3.80 1.32  0.19
H -1.57 2.88 0.14  0.18
H -1.86 2.25 3.06  0.20
H -1.99 0.12 1.26  0.21
H -0.49 0.83 0.74  0.20
H -1.66 -1.88 2.53  0.22
H -0.12 -2.18 3.31  0.21
H 0.92 -0.33 -2.04  0.24
H 1.51 -0.56 -0.36  0.26
H 1.99 -1.67 -1.65  0.24
H 2.21 0.79 4.83  0.48
H 1.99 -1.58 3.11  0.49
Cl -0.29 -5.37 -6.72  -0.08
C -1.17 -4.94 -5.22  -0.38
C -0.53 -5.51 -3.99  -0.38
Cl -0.67 -7.30 -3.93  -0.08
H -2.19 -5.28 -5.33  0.22
H -1.17 -3.85 -5.15  0.23
H -1.02 -5.12 -3.11  0.25
H 0.53 -5.26 -3.94  0.23
Cl 0.20 5.98 2.04  -0.06
C 1.29 5.67 0.66  -0.39
C 0.61 5.96 -0.66  -0.39
Cl -0.66 4.77 -1.01  -0.05
H 1.62 4.64 0.72  0.25
H 2.15 6.33 0.78  0.21
H 1.34 5.90 -1.47  0.21
H 0.17 6.95 -0.67  0.21

As for the charge: -1. The max |F| is 1.8 eV Å⁻¹. The calculation puts the total energy at -93222.585 eV. The calculation puts the gap between HOMO and LUMO at 6.1 eV.

=====

Record 3
A structure of composition C25H26CoN8Se in a non-equilibrium geometry. Source: the OMol25 dataset; level of theory: the ωB97M-V functional and the def2-TZVPD basis.

Last column: natural (NBO) charge in e.
Element x y z (Å)
Co -0.04 1.35 0.28  1.20
C -2.36 3.87 -1.35  -0.66
C -1.36 3.51 -0.30  0.02
C 0.00 3.79 -0.49  -0.24
C 0.91 3.62 0.55  -0.16
C 0.50 3.13 1.80  -0.30
C -0.84 2.81 1.99  -0.24
C -1.76 2.97 0.94  -0.21
H -3.32 3.38 -1.19  0.23
H -2.00 3.65 -2.35  0.25
H -2.54 4.94 -1.30  0.27
H 0.32 4.21 -1.43  0.26
H 1.93 3.96 0.41  0.26
H 1.19 3.11 2.63  0.27
H -1.20 2.53 2.97  0.27
H -2.82 2.80 1.13  0.25
Se 2.09 -3.34 -5.23  1.11
N 2.97 -2.43 -4.01  -0.59
C 2.11 -1.70 -3.35  0.07
C 2.46 -0.81 -2.27  -0.08
C 3.77 -0.62 -1.82  -0.07
C 4.00 0.28 -0.80  -0.23
C 2.93 0.95 -0.23  0.08
N 1.68 0.76 -0.63  -0.50
C 1.43 -0.09 -1.65  0.23
C 0.06 -0.22 -2.08  0.21
N -0.85 0.51 -1.41  -0.53
C -2.13 0.45 -1.78  0.07
C -2.57 -0.36 -2.82  -0.22
C -1.65 -1.14 -3.50  -0.08
C -0.30 -1.07 -3.13  -0.10
C 0.74 -1.83 -3.78  0.16
N 0.54 -2.66 -4.78  -0.61
H 4.57 -1.19 -2.28  0.27
H 5.00 0.47 -0.44  0.26
H 3.09 1.66 0.57  0.22
H -2.83 1.06 -1.22  0.21
H -3.62 -0.38 -3.08  0.26
H -1.94 -1.80 -4.31  0.27
C -0.58 -0.27 2.88  -0.07
N -0.23 -0.54 1.44  -0.57
C -1.31 -1.44 0.91  -0.07
N -1.44 -2.65 1.68  -0.45
C -1.77 -2.30 3.07  -0.08
N -0.71 -1.48 3.65  -0.45
C 0.56 -2.22 3.61  -0.08
N 0.90 -2.56 2.23  -0.45
C 1.04 -1.35 1.46  -0.07
C -0.17 -3.37 1.66  -0.08
H -1.52 0.27 2.91  0.20
H 0.21 0.35 3.32  0.20
H -1.06 -1.71 -0.12  0.20
H -2.25 -0.89 0.92  0.20
H -1.88 -3.22 3.65  0.23
H -2.71 -1.75 3.09  0.21
H 0.46 -3.13 4.19  0.23
H 1.35 -1.60 4.04  0.21
H 1.29 -1.62 0.43  0.19
H 1.84 -0.73 1.87  0.20
H -0.27 -4.29 2.23  0.23
H 0.08 -3.63 0.62  0.20

Its energy relative to the best compared isomer or geometry (same formula, charge and spin) is 24.18 kJ/mol. Its spin multiplicity is 2. As for the charge: +2. The max |F| is 1.2 eV Å⁻¹. The calculation puts the total energy at -141227.354 eV. The calculation puts the gap between HOMO and LUMO (alpha / beta) at 6.5 / 7.4 eV.

=====

Record 4
The molecule C7H7ClO in a non-equilibrium geometry. Source: the OMol25 dataset; level of theory: the ωB97M-V functional and the def2-TZVPD basis.

Last column: natural (NBO) charge in e.
Element x y z (Å)
C 2.41 0.58 -0.39  -0.30
C 1.16 0.02 -0.79  -0.32
C 2.14 1.36 0.70  0.07
C 0.18 0.51 0.08  0.29
C -1.77 -1.00 -0.69  -0.40
C -1.63 -1.12 0.82  -0.41
C -1.27 0.18 0.09  -0.14
O 0.80 1.32 0.92  -0.39
Cl -2.34 1.51 0.18  0.02
H 3.37 0.46 -0.94  0.23
H 0.98 -0.42 -1.68  0.21
H 2.67 2.03 1.27  0.20
H -1.01 -1.65 -1.20  0.23
H -2.81 -0.99 -1.04  0.24
H -2.28 -1.19 1.65  0.24
H -0.59 -1.61 1.01  0.22

Its energy relative to the best compared isomer or geometry (same formula, charge and spin) is 58.32 kJ/mol. As for the charge: 0. The max |F| is 4.2 eV Å⁻¹. The calculation puts the total energy at -21940.038 eV. The calculation puts the gap between HOMO and LUMO at 9.5 eV.